Formula: C42H43N2O5STeV
Source: the OMol25 dataset
Level of theory: the ωB97M-V functional and the def2-TZVPD basis

Summary:
- Orbital gap (alpha / beta): 0.2240 / 0.2241 hartree
- <S²>: 2.0641
- Multiplicity: 3
- Max |F|: 7.4 eV/Å
- HOMO energy (alpha / beta): -6.90 / -7.02 eV

CARTESIAN COORDINATES (ANGSTROEM)
V: 0.948 -0.459 -0.344
C: -2.642 0.516 -4.503
C: -1.267 0.001 -4.927
N: -0.209 0.885 -4.491
C: 0.022 2.090 -5.266
C: 1.085 1.852 -6.334
C: 0.576 0.611 -3.439
S: 0.445 -0.907 -2.659
N: 1.500 1.522 -3.140
C: 2.114 1.574 -1.974
O: 1.751 0.901 -0.965
C: 3.233 2.516 -1.839
C: 3.591 3.383 -2.868
C: 4.650 4.253 -2.695
C: 5.353 4.267 -1.500
C: 5.007 3.396 -0.479
C: 3.947 2.527 -0.641
H: -3.411 -0.171 -4.846
H: -2.844 1.497 -4.926
H: -2.706 0.594 -3.420
H: -1.215 -0.095 -6.015
H: -1.096 -0.983 -4.488
H: 0.349 2.883 -4.593
H: -0.923 2.384 -5.723
H: 2.026 1.592 -5.858
H: 1.236 2.744 -6.935
H: 0.793 1.037 -6.991
H: 3.028 3.358 -3.787
H: 4.930 4.929 -3.490
H: 6.172 4.959 -1.364
H: 5.562 3.397 0.448
H: 3.661 1.836 0.143
O: -0.662 1.605 0.870
C: -0.733 0.928 2.130
C: 0.359 -0.196 2.080
O: 0.259 -1.251 2.678
O: 1.367 0.180 1.415
C: -0.223 1.765 3.286
C: 0.947 2.506 3.125
C: 1.474 3.233 4.176
C: 0.841 3.234 5.407
C: -0.314 2.490 5.578
C: -0.844 1.755 4.531
C: -2.159 0.441 2.267
C: -3.170 1.231 1.721
C: -4.484 0.800 1.727
C: -4.811 -0.425 2.284
C: -3.817 -1.201 2.855
C: -2.502 -0.770 2.859
H: 0.035 2.272 0.925
H: 1.494 2.492 2.189
H: 2.391 3.788 4.038
H: 1.249 3.806 6.229
H: -0.804 2.476 6.542
H: -1.735 1.165 4.686
H: -2.916 2.179 1.270
H: -5.255 1.419 1.291
H: -5.835 -0.770 2.283
H: -4.060 -2.155 3.298
H: -1.736 -1.387 3.297
Te: 3.023 -2.024 -0.020
C: 3.977 -0.917 1.564
C: 3.389 -0.821 2.819
C: 3.875 0.076 3.753
C: 4.980 0.858 3.457
C: 5.636 0.681 2.251
C: 5.132 -0.194 1.303
H: 2.521 -1.418 3.058
H: 3.380 0.174 4.710
H: 5.324 1.598 4.166
H: 6.532 1.241 2.030
H: 5.631 -0.316 0.352
C: -5.469 -5.363 -1.054
C: -4.223 -4.655 -0.620
C: -4.005 -3.320 -0.935
C: -2.835 -2.663 -0.599
C: -2.671 -1.229 -0.977
C: -1.808 -3.362 0.085
C: -0.552 -2.773 0.411
O: -0.073 -1.677 0.020
C: -2.044 -4.718 0.450
C: -1.011 -5.507 1.196
C: -3.228 -5.328 0.089
H: -6.222 -4.659 -1.400
H: -5.886 -5.956 -0.242
H: -5.239 -6.045 -1.873
H: -4.772 -2.772 -1.465
H: -3.609 -0.819 -1.346
H: -1.917 -1.133 -1.764
H: -2.346 -0.627 -0.127
H: 0.125 -3.349 1.050
H: -0.077 -5.554 0.636
H: -1.361 -6.523 1.370
H: -0.804 -5.049 2.163
H: -3.393 -6.362 0.361

Here are the Löwdin charges for atoms 1 to 4, given in e: number 1, V, carries 0.46; number 2, C, carries -0.06; number 3, C, carries -0.24; number 4, N, carries -0.13